Model P:
12
Properties=species:S:1:pos:R:3 method="wB97M-V/def2-TZVPD" smiles="CN=[P@@](N)(Cl)SCl" lumo_ev=0.11 homo_energy_ha=-0.3361
C -1.292 -1.090 0.983
N -0.224 -0.067 1.103
P 0.554 0.567 -0.110
N -0.119 1.526 -1.426
Cl 1.812 1.822 0.787
S 1.804 -0.874 -1.338
Cl 2.522 -1.803 0.263
H -1.405 -1.204 -0.020
H -0.938 -2.030 1.512
H -2.166 -0.763 1.413
H -0.917 1.960 -0.986
H 0.369 1.958 -2.180

***

Model Q:
12
Properties=species:S:1:pos:R:3 method="wB97M-V/def2-TZVPD" smiles="CN=[P@@](N)(Cl)SCl" lumo_ev=-0.44 homo_energy_ha=-0.3296
C -0.971 0.781 -0.531
N -0.258 -0.082 0.343
P 1.212 -0.608 0.312
N 1.175 -1.765 1.432
Cl 2.063 -1.654 -1.384
S 2.904 0.630 1.034
Cl 3.591 1.316 -0.733
H -1.667 1.330 0.212
H -0.230 1.516 -0.975
H -1.531 0.204 -1.188
H 2.026 -2.331 1.628
H 0.261 -2.077 1.682

***

Which structure wins on stability? model Q wins.

***

Model P:
23
Properties=species:S:1:pos:R:3 method="wB97M-V/def2-TZVPD" lumo_ev="-0.35 / 0.09" homo_energy_ha="-0.3095 / -0.3400"
C -0.231 0.914 -2.351
C -2.639 0.467 -0.649
C -0.188 -0.089 -1.259
C -1.414 -0.363 -0.403
C -1.337 -1.310 0.529
N 0.730 -1.069 -1.587
H 0.261 -1.981 -1.599
H 0.137 0.615 -3.324
H -0.187 1.974 -2.117
H 2.027 1.577 1.038
H -3.461 0.170 0.003
H -2.960 0.380 -1.691
H -2.432 1.527 -0.474
H -0.413 -1.850 0.706
H -2.189 -1.575 1.142
C 2.309 -0.495 1.647
C 1.654 0.878 1.792
H 2.122 -0.919 0.658
H 1.924 -1.195 2.393
H 3.391 -0.433 1.783
H 0.568 0.811 1.684
H 1.856 1.321 2.771
H 0.470 0.645 -0.694

***

Model Q:
23
Properties=species:S:1:pos:R:3 method="wB97M-V/def2-TZVPD" smiles="C=NC(C)(C)C(C)C" lumo_ev=0.99 homo_energy_ha=-0.3307
C -1.494 -2.148 -0.737
N -1.458 -1.448 0.265
C -0.727 0.134 0.065
C -0.617 0.564 -1.385
C -1.438 1.113 1.001
C 0.706 -0.141 0.768
C 1.676 1.067 0.816
C 1.507 -1.345 0.299
H -2.021 -3.089 -0.612
H -1.158 -1.913 -1.736
H -1.541 0.469 -1.966
H 0.023 -0.247 -1.788
H -0.374 1.655 -1.294
H -0.575 1.889 1.203
H -2.306 1.562 0.598
H -1.566 0.804 2.054
H 0.410 -0.348 1.769
H 1.315 1.825 1.547
H 1.803 1.286 -0.183
H 2.686 0.712 1.132
H 2.202 -1.673 1.093
H 0.935 -2.243 -0.090
H 2.097 -1.146 -0.645

***

Which structure wins on stability? model Q wins.

***

Model P:
11
Properties=species:S:1:pos:R:3 method="wB97M-V/def2-TZVPD" lumo_ev=-6.42 charge=+1 homo_energy_ha=-0.6013
C -1.758 0.550 -0.842
C -1.063 -1.631 1.909
C -1.337 -0.942 0.957
C 1.523 0.677 -0.611
N -1.362 -0.125 -0.004
H -1.844 1.019 -1.734
H -0.624 -2.267 2.630
H 1.934 0.330 0.404
H 0.887 0.000 -1.065
H 1.178 1.714 -0.489
H 2.466 0.676 -1.154

***

Model Q:
11
Properties=species:S:1:pos:R:3 method="wB97M-V/def2-TZVPD" lumo_ev=-5.32 charge=+1 homo_energy_ha=-0.5412
C 0.821 0.341 -1.342
C -0.131 0.291 -0.455
C 1.914 -0.651 0.704
C -2.249 0.440 0.338
N 1.189 -0.111 -0.137
H 1.254 0.545 -2.276
H 1.464 -1.105 1.624
H 2.940 -0.864 0.357
H -2.391 1.109 1.205
H -2.185 -0.512 0.647
H -2.628 0.517 -0.665

***

Model R:
11
Properties=species:S:1:pos:R:3 method="wB97M-V/def2-TZVPD" smiles=C#C[NH+]1CC1 lumo_ev=-3.94 charge=+1 homo_energy_ha=-0.5737
C 2.411 -0.022 0.193
C 1.285 0.173 -0.212
N 0.001 0.105 -0.599
C -1.050 0.785 0.137
C -0.996 -0.684 0.177
H 3.359 -0.152 0.632
H -0.263 -0.033 -1.688
H -1.794 1.191 -0.387
H -0.796 1.277 0.946
H -0.431 -1.222 0.962
H -1.726 -1.418 -0.161

***

Which structure wins on stability? model R wins.

***

Model P:
17
Properties=species:S:1:pos:R:3 method="wB97M-V/def2-TZVPD" smiles=[O-]CNCCCS lumo_ev=3.21 charge=-1 homo_energy_ha=-0.0945
O -0.577 2.587 1.675
C -0.972 1.789 0.620
N 0.192 1.514 -0.510
C 1.069 0.513 -1.062
C 0.241 -0.612 -1.661
C -0.597 -1.394 -0.630
S 0.378 -2.043 0.756
H -1.248 0.770 1.059
H -1.860 2.194 0.065
H 0.709 2.173 -0.102
H 1.862 0.079 -0.371
H 1.567 0.976 -1.944
H -0.287 -0.271 -2.529
H 1.027 -1.420 -1.942
H -1.555 -0.865 -0.449
H -0.938 -2.334 -1.072
H -0.503 -1.678 1.748

***

Model Q:
17
Properties=species:S:1:pos:R:3 method="wB97M-V/def2-TZVPD" smiles=[O-]CNCCCS lumo_ev=3.11 charge=-1 homo_energy_ha=-0.0859
O 1.124 -0.139 3.267
C 0.588 -0.614 2.174
N 0.509 0.401 1.099
C 0.942 0.217 -0.268
C -0.023 0.892 -1.236
C -1.396 0.274 -1.205
S -1.503 -1.354 -2.050
H 1.104 -1.488 1.643
H -0.464 -0.991 2.313
H 0.668 1.324 1.478
H 0.967 -0.863 -0.432
H 1.959 0.612 -0.423
H -0.120 1.936 -0.936
H 0.358 0.888 -2.259
H -1.771 0.166 -0.195
H -2.122 0.844 -1.796
H -0.820 -2.105 -1.175

***

Model R:
17
Properties=species:S:1:pos:R:3 method="wB97M-V/def2-TZVPD" smiles=N[C@H](C[O-])CCS lumo_ev=2.96 charge=-1 homo_energy_ha=-0.0893
N -0.529 0.066 1.647
C 0.440 -0.028 0.537
C 1.696 0.768 0.896
O 2.163 0.531 2.133
C -0.103 0.482 -0.820
C -1.247 -0.371 -1.343
S -1.001 -2.123 -1.463
H -0.110 0.792 2.231
H -0.392 -0.778 2.189
H 0.601 -1.097 0.362
H 2.502 0.657 0.120
H 1.392 1.857 0.697
H 0.703 0.556 -1.560
H -0.371 1.529 -0.656
H -2.044 -0.179 -0.612
H -1.684 0.052 -2.254
H -2.016 -2.716 -2.104

***

Which structure wins on stability? model Q wins.

***

Model P:
27
Properties=species:S:1:pos:R:3 method="wB97M-V/def2-TZVPD" smiles="O=c1cc[nH]c(=O)[nH]1.C1CCCC1" lumo_ev=0.41 homo_energy_ha=-0.3504
O -0.575 1.736 -0.442
C 0.432 1.902 0.243
C 0.391 2.335 1.633
C 1.552 2.340 2.347
N 2.750 2.028 1.773
C 2.915 1.640 0.451
O 3.973 1.373 -0.057
N 1.728 1.655 -0.273
H -0.541 2.612 2.095
H 1.643 2.673 3.354
H 3.633 2.097 2.300
H 1.715 1.289 -1.234
C -0.113 -1.687 -0.458
C -0.600 -1.552 -1.950
C -2.040 -1.349 -1.750
C -2.268 -1.027 -0.162
C -1.407 -2.030 0.289
H 0.568 -2.479 -0.303
H 0.363 -0.782 -0.025
H -0.338 -2.652 -2.502
H -0.166 -0.736 -2.662
H -2.637 -2.430 -1.543
H -2.675 -0.797 -2.477
H -3.341 -1.159 0.293
H -2.005 0.006 0.012
H -1.871 -3.088 -0.248
H -1.087 -1.917 1.297

***

Model Q:
27
Properties=species:S:1:pos:R:3 method="wB97M-V/def2-TZVPD" smiles="O=c1cc[nH]c(=O)[nH]1.C1CCCC1" lumo_ev=0.29 homo_energy_ha=-0.3542
O 1.556 2.267 -1.153
C 1.890 1.148 -0.720
C 2.390 1.041 0.688
C 2.803 -0.139 1.131
N 2.469 -1.282 0.523
C 1.660 -1.266 -0.641
O 0.963 -2.157 -1.276
N 1.859 -0.004 -1.238
H 2.586 1.781 1.337
H 3.152 -0.270 2.091
H 2.575 -2.195 0.796
H 1.399 -0.264 -2.128
C -2.144 -0.989 0.451
C -1.341 0.040 1.379
C -1.388 1.292 0.598
C -1.587 0.908 -0.995
C -1.788 -0.601 -1.101
H -1.808 -2.039 0.745
H -3.260 -0.932 0.413
H -0.433 -0.611 1.611
H -2.041 -0.125 2.451
H -0.538 1.910 0.551
H -2.266 1.888 0.756
H -0.766 1.234 -1.555
H -2.579 1.416 -1.372
H -0.945 -1.194 -1.466
H -2.418 -0.857 -1.873

***

Which structure wins on stability? model P wins.

***

Model P:
27
Properties=species:S:1:pos:R:3 method="wB97M-V/def2-TZVPD" smiles="O=c1cc[nH]c(=O)[nH]1.C1CCCC1" lumo_ev=0.08 homo_energy_ha=-0.3407
O 1.320 0.845 -4.877
C 1.162 0.329 -3.711
C 2.139 0.587 -2.568
C 2.277 -0.673 -1.749
N 1.276 -1.610 -1.574
C -0.034 -1.429 -2.276
O -1.002 -2.073 -2.071
N -0.009 -0.377 -3.262
H 3.016 1.261 -2.924
H 3.186 -0.744 -1.081
H 1.231 -2.174 -0.652
H -0.676 -0.628 -4.141
C -1.354 1.046 1.056
C 0.103 1.016 1.449
C 0.162 0.275 2.816
C -1.134 -0.483 2.791
C -2.256 0.521 2.153
H -1.440 2.056 0.693
H -1.476 0.105 0.301
H 0.209 2.018 1.468
H 0.690 0.524 0.698
H 0.013 0.891 3.710
H 1.068 -0.298 2.951
H -1.738 -0.872 3.675
H -1.153 -1.276 2.125
H -2.407 1.231 3.074
H -3.172 -0.070 1.925

***

Model Q:
27
Properties=species:S:1:pos:R:3 method="wB97M-V/def2-TZVPD" smiles="O=c1cc[nH]c(=O)[nH]1.C1CCCC1" lumo_ev=0.29 homo_energy_ha=-0.3629
O -0.752 -2.671 -1.505
C -1.427 -2.027 -0.719
C -1.962 -2.385 0.556
C -2.524 -1.426 1.303
N -2.620 -0.055 0.935
C -2.243 0.364 -0.311
O -2.484 1.494 -0.778
N -1.816 -0.711 -1.059
H -1.759 -3.457 0.851
H -3.036 -1.755 2.275
H -2.953 0.739 1.539
H -1.739 -0.390 -1.983
C 1.648 1.936 0.529
C 1.193 0.510 1.110
C 1.963 -0.411 0.233
C 2.053 0.325 -1.181
C 1.409 1.741 -0.955
H 1.065 2.776 1.027
H 2.686 2.186 0.651
H 0.125 0.400 1.123
H 1.529 0.337 2.108
H 1.648 -1.447 0.165
H 3.020 -0.561 0.551
H 1.643 -0.179 -2.126
H 3.046 0.433 -1.562
H 0.323 1.764 -1.194
H 1.963 2.470 -1.582

***

Which structure wins on stability? model Q wins.